*one*
This record from OMol25 describes the ion C3H10N3 with charge +1. The level of theory is ωB97M-V/def2-TZVPD.

Structure (XYZ):
```
16
C3H10N3 ωB97M-V/def2-TZVPD
N 0.238 1.774 0.272
C 0.699 0.566 -0.416
C -0.630 -0.479 -0.582
N -1.732 0.271 0.048
C 0.663 -0.712 0.325
N 1.200 -1.947 0.003
H 0.459 2.532 -0.420
H 0.798 1.957 1.112
H 1.340 0.821 -1.232
H -0.638 -0.900 -1.543
H -2.733 0.231 -0.415
H -1.244 1.381 0.218
H -1.861 -0.038 1.117
H 0.456 -0.582 1.397
H 1.124 -2.668 0.753
H 1.860 -2.208 -0.636
```

The calculation puts the gap between HOMO and LUMO at 9.462 eV. The spin multiplicity is 1. The value obtained for the molar mass is 88.13 g/mol. As for the SMILES: N[C@@H]1C([NH3+])[C@H]1N. Its charge is +1. Its LUMO energy is -3.14 eV.

---

*two*
This record from OMol25 describes a cluster of 2 separate species, C3H10N3 in total. The level of theory is ωB97M-V/def2-TZVPD.

Structure (XYZ):
```
16
C3H10N3 ωB97M-V/def2-TZVPD
C -1.175 2.857 -0.510
N -0.671 1.880 0.455
C -0.417 0.631 0.152
N 0.043 -0.275 0.974
H -0.374 3.495 -0.876
H -1.937 3.472 -0.042
H -1.625 2.333 -1.349
H -0.453 2.216 1.377
H -0.621 0.326 -0.869
H 0.174 0.007 1.932
H 0.264 -1.279 0.657
C 1.696 -3.025 -0.557
N 0.638 -2.768 0.090
H 2.377 -2.218 -0.806
H 1.971 -4.025 -0.879
H 0.110 -3.626 0.252
```

The calculation puts the gap between HOMO and LUMO at 11.849 eV. The spin multiplicity is 1. The value obtained for the molar mass is 88.13 g/mol. Its charge is +1. Its LUMO energy is -2.76 eV.

---

*three*
This record from OMol25 describes a structure of composition C3H10N3. The level of theory is ωB97M-V/def2-TZVPD.

Structure (XYZ):
```
16
C3H10N3 ωB97M-V/def2-TZVPD
C 0.357 0.745 -0.201
C 0.815 -0.740 -0.360
C -0.700 -0.340 -0.278
N 0.125 1.376 1.126
N 1.267 -1.165 -1.595
N -1.487 -0.364 0.897
H 0.561 1.525 -1.055
H 1.218 -1.392 0.347
H -1.139 -0.429 -1.201
H -0.119 2.474 1.065
H 0.976 1.202 1.859
H 0.554 -1.125 -2.326
H 2.230 -1.048 -1.867
H -1.220 -1.099 1.476
H -2.510 -0.262 0.695
H -0.929 0.641 1.418
```

The calculation puts the gap between HOMO and LUMO at 9.754 eV. The spin multiplicity is 1. The value obtained for the molar mass is 88.13 g/mol. Its charge is +1. Its LUMO energy is -3.22 eV.

---

*four*
This record from OMol25 describes a cluster of 2 separate species, C3H10N3 in total. The level of theory is ωB97M-V/def2-TZVPD.

Structure (XYZ):
```
16
C3H10N3 ωB97M-V/def2-TZVPD
C 0.341 1.551 0.402
C 0.988 2.310 1.271
N -0.782 0.712 0.855
H 0.579 1.423 -0.644
H 1.774 2.999 1.009
H 0.666 2.288 2.306
H -0.550 0.322 1.755
H -1.632 1.273 0.988
H -1.050 -0.124 0.152
N 0.979 -1.574 -1.172
C -0.310 -1.954 -1.334
N -1.285 -1.377 -0.722
H 1.706 -2.150 -1.557
H 1.211 -1.100 -0.323
H -0.483 -2.790 -2.004
H -2.153 -1.810 -0.981
```

The calculation puts the gap between HOMO and LUMO at 11.209 eV. The spin multiplicity is 1. The value obtained for the molar mass is 88.13 g/mol. Its charge is +1. Its LUMO energy is -2.87 eV.

---

Quick one: most stable of them? *two*

---

*one*
This record from OMol25 describes a structure of composition C3H10N3. The level of theory is ωB97M-V/def2-TZVPD.

Structure (XYZ):
```
16
C3H10N3 ωB97M-V/def2-TZVPD
C 0.873 0.095 1.580
C 0.003 0.722 -1.768
C -1.595 -0.718 -0.725
N 0.608 -0.467 0.458
N 1.839 -0.491 2.377
N -0.643 0.338 -0.523
H 0.355 0.894 2.137
H -0.872 0.809 -2.617
H 0.363 1.784 -1.669
H 0.778 0.180 -2.173
H -0.971 -1.520 -1.272
H -2.078 -1.203 0.222
H -2.331 -0.468 -1.376
H 2.174 -0.161 3.375
H 2.536 -1.024 1.994
H -1.039 1.229 -0.019
```

The calculation puts the gap between HOMO and LUMO at 10.168 eV. The spin multiplicity is 1. The value obtained for the molar mass is 88.13 g/mol. Its charge is +1. Its LUMO energy is -4.08 eV.

---

*two*
This record from OMol25 describes a cluster of 2 separate species, C3H10N3 in total. The level of theory is ωB97M-V/def2-TZVPD.

Structure (XYZ):
```
16
C3H10N3 ωB97M-V/def2-TZVPD
C -1.975 0.528 0.287
C 1.637 0.994 -0.601
C 1.215 -1.259 0.181
N -2.640 -0.423 -0.359
N -0.019 0.411 1.126
N 0.932 0.107 0.299
H -2.452 1.341 0.816
H 0.972 1.684 -0.967
H 2.547 1.513 -0.083
H 2.018 0.329 -1.468
H 0.736 -1.818 -0.669
H 2.264 -1.362 0.020
H 0.749 -1.791 1.063
H -3.648 -0.414 -0.584
H -0.187 1.425 1.469
H -2.150 -1.267 -0.531
```

The calculation puts the gap between HOMO and LUMO (alpha / beta) at 8.621 / 8.621 eV. The spin multiplicity is 1. The value obtained for the molar mass is 88.13 g/mol. Its charge is +1. Its LUMO energy (alpha / beta) is -4.26 / -4.26 eV.

---

Quick one: most stable of them? *one*